C43H51BN2O3SiTi as an isolated structure, computed with ωB97M-V with the def2-TZVPD basis set.

Results
E_tot = -3167.87269 a.u.
Net charge = +2
HOMO level = -13.6 eV
ΔE to the lowest compared entry with this formula, charge and spin = 0.0 kJ/mol
Max |F| = 3.39 eV/A
Gap between HOMO and LUMO = 6.97 eV

Geometry (Å):
Ti1 0.323 -0.654 0.472
C1 -5.978 2.356 -0.578
C2 -5.434 1.811 0.751
C3 -5.551 2.892 1.828
C4 -6.265 0.588 1.183
C5 -4.022 1.318 0.577
C6 -3.703 0.420 -0.452
C7 -2.439 -0.123 -0.528
N1 -1.470 0.200 0.334
C8 -1.715 1.127 1.284
C9 -2.980 1.684 1.431
C10 -0.539 1.497 2.091
C11 -0.508 2.616 2.915
C12 0.653 2.966 3.604
C13 1.733 2.086 3.460
C14 1.646 0.999 2.620
N2 0.550 0.706 1.903
C15 0.804 4.236 4.406
C16 -0.502 5.022 4.539
C17 1.830 5.110 3.662
C18 1.324 3.916 5.816
H1 -6.953 2.804 -0.408
H2 -6.105 1.571 -1.319
H3 -5.321 3.118 -0.989
H4 -6.590 3.199 1.913
H5 -4.963 3.772 1.577
H6 -5.247 2.515 2.802
H7 -7.301 0.888 1.308
H8 -5.903 0.194 2.130
H9 -6.224 -0.205 0.441
H10 -4.443 0.137 -1.182
H11 -2.164 -0.822 -1.316
H12 -3.161 2.398 2.217
H13 -1.388 3.231 2.992
H14 2.654 2.260 3.990
H15 2.499 0.341 2.484
H16 -0.888 5.339 3.573
H17 -0.310 5.921 5.121
H18 -1.259 4.445 5.064
H19 1.485 5.336 2.655
H20 2.798 4.622 3.592
H21 1.958 6.046 4.197
H22 0.661 3.220 6.323
H23 1.362 4.833 6.397
H24 2.324 3.493 5.802
O1 -0.037 -2.282 0.109
C19 0.568 -1.999 -1.052
C20 -0.965 -4.896 -4.441
C21 -1.583 -3.826 -3.543
C22 -2.932 -4.313 -3.014
O2 -0.719 -3.687 -2.401
B1 -0.282 -2.425 -2.310
O3 -0.761 -1.594 -3.271
C23 -1.611 -2.368 -4.163
C24 -1.036 -2.270 -5.576
C25 -2.993 -1.715 -4.159
H25 -0.935 -5.832 -3.891
H26 0.055 -4.632 -4.705
H27 -1.547 -5.038 -5.344
H28 -2.809 -5.313 -2.609
H29 -3.675 -4.342 -3.801
H30 -3.284 -3.675 -2.209
H31 -0.008 -2.618 -5.617
H32 -1.050 -1.230 -5.894
H33 -1.644 -2.848 -6.265
H34 -3.443 -1.729 -3.171
H35 -3.643 -2.238 -4.851
H36 -2.899 -0.681 -4.481
C26 3.255 -2.216 3.766
C27 2.159 -2.842 3.196
C28 1.937 -2.761 1.824
C29 2.757 -1.971 0.998
C30 3.856 -1.348 1.603
C31 4.121 -1.492 2.956
Si1 2.487 -1.802 -0.918
C32 3.825 -2.490 -2.054
C33 3.854 -2.061 -3.385
C34 4.896 -2.419 -4.218
C35 5.930 -3.208 -3.737
C36 5.911 -3.645 -2.422
C37 4.866 -3.295 -1.586
C38 2.609 0.151 -0.982
C39 1.466 0.969 -0.895
C40 1.584 2.337 -0.639
C41 2.837 2.910 -0.494
C42 3.972 2.134 -0.673
C43 3.853 0.774 -0.907
H37 3.447 -2.309 4.824
H38 1.497 -3.446 3.800
H39 1.203 -3.435 1.393
H40 4.537 -0.767 0.997
H41 5.004 -1.041 3.383
H42 3.054 -1.436 -3.758
H43 4.903 -2.074 -5.241
H44 6.748 -3.479 -4.385
H45 6.713 -4.260 -2.044
H46 4.863 -3.638 -0.562
H47 0.489 0.576 -1.256
H48 0.699 2.961 -0.598
H49 2.930 3.967 -0.301
H50 4.950 2.590 -0.630
H51 4.742 0.185 -1.079

C43H51BiBr2I2N7O5Si as an isolated structure, computed with ωB97M-V with the def2-TZVPD basis set.

Results
E_tot = -8676.31159 a.u.
Net charge = -1
HOMO level = -4.4 eV
ΔE to the lowest compared entry with this formula, charge and spin = 132.3 kJ/mol
Max |F| = 0.46 eV/A
Gap between HOMO and LUMO = 6.08 eV

Geometry (Å):
Bi1 -0.005 -0.136 -0.494
I1 1.205 3.343 7.068
C1 0.741 2.119 5.434
C2 1.265 0.839 5.356
C3 0.946 0.051 4.269
I2 1.745 -1.879 4.129
C4 0.081 0.458 3.211
O1 -0.214 -0.302 2.235
C5 -0.395 1.809 3.329
C6 -1.283 2.343 2.246
N1 -0.556 2.544 0.973
C7 0.571 3.444 1.170
C8 1.866 2.722 1.458
C9 2.921 3.423 2.039
C10 4.038 2.727 2.456
C11 4.062 1.348 2.299
C12 2.991 0.747 1.668
N2 1.927 1.419 1.221
C13 -0.081 2.595 4.420
H1 1.914 0.459 6.134
H2 -1.719 3.299 2.567
H3 -2.085 1.638 2.048
H4 -1.199 2.949 0.305
H5 0.386 4.077 2.049
H6 0.687 4.123 0.324
H7 2.833 4.490 2.205
H8 4.863 3.245 2.930
H9 4.888 0.750 2.659
H10 2.968 -0.327 1.522
H11 -0.486 3.600 4.482
Br1 0.444 -5.447 -0.988
C14 1.878 -4.230 -1.167
C15 3.169 -4.722 -1.386
C16 4.223 -3.870 -1.554
Br2 5.955 -4.593 -1.855
C17 4.032 -2.469 -1.508
C18 5.046 -1.504 -1.686
C19 4.736 -0.176 -1.622
C20 3.409 0.206 -1.374
N3 2.440 -0.663 -1.208
C21 2.724 -1.988 -1.273
C22 1.595 -2.870 -1.103
O2 0.416 -2.391 -0.947
H12 3.326 -5.791 -1.425
H13 6.060 -1.830 -1.875
H14 5.491 0.586 -1.755
H15 3.144 1.250 -1.312
C23 -5.935 -3.202 -3.181
C24 -5.791 -3.677 -1.739
C25 -6.345 -2.649 -0.756
C26 -4.355 -4.065 -1.382
N4 -3.377 -3.012 -1.601
C27 -2.796 -2.197 -0.730
N5 -1.968 -1.429 -1.391
N6 -2.048 -1.792 -2.680
N7 -2.895 -2.735 -2.827
H16 -6.991 -3.068 -3.418
H17 -5.508 -3.914 -3.890
H18 -5.433 -2.245 -3.328
H19 -6.351 -4.613 -1.630
H20 -5.705 -1.764 -0.691
H21 -6.438 -3.071 0.248
H22 -7.335 -2.318 -1.071
H23 -4.022 -4.927 -1.961
H24 -4.298 -4.318 -0.323
H25 -2.944 -2.198 0.334
C28 -1.951 1.157 -3.554
Si1 -0.099 1.009 -3.158
C29 0.737 -0.044 -4.577
C30 0.075 0.236 -5.937
C31 0.598 -1.555 -4.326
C32 2.242 0.233 -4.706
C33 0.499 2.871 -3.316
C34 0.534 3.334 -4.780
C35 -0.500 3.801 -2.613
C36 1.876 3.131 -2.698
H26 -2.145 1.997 -4.226
H27 -2.551 1.298 -2.650
H28 -2.322 0.251 -4.031
H29 -1.013 0.204 -5.877
H30 0.384 -0.543 -6.645
H31 0.364 1.196 -6.362
H32 -0.407 -1.908 -4.549
H33 0.815 -1.839 -3.297
H34 1.298 -2.087 -4.982
H35 2.488 1.286 -4.838
H36 2.629 -0.303 -5.581
H37 2.791 -0.136 -3.838
H38 -0.412 3.143 -5.291
H39 1.330 2.864 -5.355
H40 0.708 4.417 -4.807
H41 -1.504 3.727 -3.029
H42 -0.169 4.840 -2.730
H43 -0.569 3.613 -1.544
H44 2.663 2.543 -3.172
H45 1.881 2.901 -1.632
H46 2.146 4.190 -2.806
O3 -3.141 -0.110 3.292
C37 -4.337 0.432 3.015
C38 -5.137 0.821 4.094
C39 -6.382 1.380 3.876
C40 -6.864 1.557 2.582
C41 -6.077 1.159 1.515
C42 -4.816 0.603 1.705
C43 -3.988 0.195 0.507
O4 -4.548 0.043 -0.589
O5 -2.747 0.008 0.745
H47 -2.648 -0.194 2.435
H48 -4.748 0.679 5.095
H49 -6.983 1.685 4.725
H50 -7.839 1.996 2.414
H51 -6.422 1.260 0.493

C43H51CrN3O7P2S4 as an isolated structure, computed with ωB97M-V with the def2-TZVPD basis set.

Results
E_tot = -5680.14782 a.u.
Expectation value of S² = 6.08
Net charge = -2
HOMO level (spin up / spin down) = 1.5 / -1.0 eV
ΔE to the lowest compared entry with this formula, charge and spin = 206.1 kJ/mol
Max |F| = 2.52 eV/A
Gap between HOMO and LUMO (spin up / spin down) = 2.30 / 4.78 eV
Multiplicity = 5

Geometry (Å):
Cr1 0.795 0.457 -0.294
O1 -0.797 -0.435 0.817
P1 -0.923 -1.757 1.534
C1 0.578 -2.829 1.560
P2 1.331 -3.815 0.170
O2 2.311 -3.271 -0.780
C2 2.230 -5.005 1.235
C3 3.342 -4.448 1.876
C4 4.178 -5.245 2.635
C5 3.930 -6.609 2.755
C6 2.836 -7.166 2.106
C7 1.991 -6.370 1.350
C8 -0.012 -4.747 -0.607
C9 -0.903 -5.538 0.119
C10 -1.821 -6.331 -0.543
C11 -1.866 -6.336 -1.931
C12 -1.010 -5.517 -2.655
C13 -0.082 -4.728 -1.995
C14 -1.241 -1.424 3.262
C15 -1.557 -0.089 3.604
C16 -1.881 0.252 4.893
C17 -1.912 -0.732 5.913
C18 -1.595 -2.053 5.587
C19 -1.265 -2.407 4.295
C20 -2.296 -2.740 0.883
C21 -2.552 -2.707 -0.492
C22 -3.610 -3.422 -1.020
C23 -4.447 -4.160 -0.190
C24 -4.219 -4.163 1.182
C25 -3.155 -3.460 1.715
H1 0.379 -3.587 2.326
H2 1.379 -2.161 1.906
H3 3.528 -3.386 1.750
H4 5.033 -4.814 3.141
H5 4.593 -7.239 3.337
H6 2.649 -8.232 2.183
H7 1.149 -6.812 0.833
H8 -0.872 -5.525 1.202
H9 -2.512 -6.946 0.021
H10 -2.576 -6.968 -2.451
H11 -1.067 -5.492 -3.736
H12 0.573 -4.058 -2.535
H13 -1.527 0.656 2.819
H14 -2.123 1.281 5.140
H15 -2.162 -0.463 6.933
H16 -1.601 -2.811 6.364
H17 -1.008 -3.437 4.071
H18 -1.890 -2.145 -1.135
H19 -3.781 -3.423 -2.089
H20 -5.276 -4.722 -0.604
H21 -4.881 -4.717 1.838
H22 -2.988 -3.453 2.784
C26 -2.915 6.054 -5.851
C27 -2.368 5.198 -4.742
C28 -3.184 4.773 -3.693
C29 -2.679 3.985 -2.675
C30 -1.343 3.605 -2.685
C31 -0.522 4.013 -3.728
C32 -1.031 4.797 -4.746
S1 -0.660 2.700 -1.293
O3 -1.425 3.156 -0.149
O4 0.746 3.134 -1.269
N1 -0.847 1.166 -1.487
C33 -0.581 0.636 -2.807
C34 -0.183 -0.838 -2.634
O5 -0.418 -1.634 -3.545
O6 0.367 -1.112 -1.517
H23 -3.774 6.629 -5.505
H24 -3.241 5.441 -6.695
H25 -2.156 6.746 -6.217
H26 -4.223 5.082 -3.679
H27 -3.288 3.666 -1.840
H28 0.519 3.722 -3.701
H29 -0.386 5.119 -5.554
H30 0.258 1.146 -3.306
H31 -1.464 0.705 -3.457
O7 2.213 0.884 -1.744
S2 3.377 -0.075 -1.586
C35 3.958 0.038 -3.419
C36 4.753 1.324 -3.638
C37 4.734 2.087 -2.311
C38 4.804 1.045 -1.213
H32 3.034 -0.011 -3.989
H33 4.542 -0.863 -3.609
H34 4.322 1.940 -4.430
H35 5.785 1.086 -3.918
H36 3.777 2.604 -2.207
H37 5.540 2.826 -2.254
H38 4.656 1.443 -0.214
H39 5.711 0.438 -1.253
C39 -1.075 5.568 4.796
C40 0.131 4.912 4.128
N2 -0.304 3.889 3.193
C41 0.384 3.558 2.051
S3 0.724 1.933 1.810
N3 0.827 4.522 1.224
C42 0.227 5.847 1.149
C43 0.182 6.345 -0.288
H40 -0.759 6.402 5.424
H41 -1.611 4.849 5.413
H42 -1.757 5.938 4.031
H43 0.783 4.477 4.897
H44 0.707 5.664 3.593
H45 -0.607 3.038 3.650
H46 1.046 4.119 0.304
H47 0.829 6.547 1.747
H48 -0.786 5.818 1.563
H49 1.180 6.340 -0.723
H50 -0.218 7.360 -0.323
H51 -0.446 5.689 -0.884
S4 2.737 -0.223 0.727

C43H51InN6O7S5Si as an isolated structure, computed with ωB97M-V with the def2-TZVPD basis set.

Results
E_tot = -4994.35857 a.u.
Net charge = -2
HOMO level (spin up / spin down) = 1.0 / 1.0 eV
Max |F| = 8.73 eV/A
Gap between HOMO and LUMO (spin up / spin down) = 2.61 / 2.61 eV

Geometry (Å):
In1 1.212 -0.065 0.443
C1 -0.978 -1.858 2.016
C2 -0.774 -0.482 2.666
C3 -0.937 -0.590 4.192
C4 -1.868 0.470 2.149
O1 0.447 0.080 2.188
Si1 1.935 -0.029 2.904
S1 3.392 0.372 1.465
O2 2.155 -1.575 3.448
C5 3.030 -2.013 4.491
C6 2.700 -3.512 4.639
C7 2.763 -1.351 5.854
C8 4.514 -1.894 4.117
O3 2.032 1.052 4.145
C9 2.009 2.478 4.105
C10 1.543 3.178 2.816
C11 1.039 2.896 5.228
C12 3.414 2.969 4.486
H1 -1.964 -2.272 2.254
H2 -0.220 -2.572 2.354
H3 -0.883 -1.793 0.926
H4 -1.955 -0.892 4.461
H5 -0.729 0.364 4.686
H6 -0.261 -1.335 4.622
H7 -2.873 0.117 2.403
H8 -1.807 0.586 1.060
H9 -1.738 1.473 2.573
H10 1.643 -3.652 4.900
H11 3.311 -3.993 5.410
H12 2.857 -4.042 3.693
H13 1.692 -1.318 6.079
H14 3.136 -0.322 5.885
H15 3.268 -1.890 6.663
H16 4.708 -2.336 3.133
H17 5.151 -2.399 4.851
H18 4.834 -0.849 4.074
H19 0.574 2.799 2.475
H20 2.256 3.054 1.997
H21 1.440 4.259 2.973
H22 0.014 2.593 4.985
H23 1.042 3.979 5.388
H24 1.294 2.404 6.173
H25 4.153 2.675 3.734
H26 3.741 2.520 5.432
H27 3.450 4.058 4.592
S2 1.517 -2.361 0.775
C13 2.096 -2.830 -0.773
C14 2.283 -4.201 -0.977
C15 2.750 -4.676 -2.206
C16 2.929 -6.088 -2.375
N1 3.080 -7.231 -2.527
C17 3.031 -3.774 -3.241
C18 2.846 -2.403 -3.038
C19 2.380 -1.928 -1.809
S3 2.187 -0.226 -1.660
C20 3.510 -4.221 -4.516
N2 3.898 -4.601 -5.545
H28 2.062 -4.897 -0.170
H29 3.063 -1.697 -3.837
N3 -7.792 0.131 -3.226
C21 -6.695 -0.536 -2.658
C22 -6.014 -1.516 -3.390
C23 -4.996 -2.270 -2.801
C24 -4.680 -2.063 -1.457
C25 -5.395 -1.136 -0.695
C26 -6.415 -0.394 -1.295
S4 -3.415 -3.046 -0.658
O4 -4.086 -3.606 0.508
O5 -2.890 -3.970 -1.650
N4 -2.305 -1.993 -0.159
C27 -1.547 -1.299 -0.936
S5 -1.484 -1.288 -2.709
C28 -0.232 -0.108 -2.680
C29 0.017 0.175 -1.398
N5 -0.668 -0.436 -0.399
H30 -7.703 0.239 -4.232
H31 -7.990 1.014 -2.765
H32 -6.264 -1.696 -4.432
H33 -4.457 -3.009 -3.388
H34 -5.163 -1.002 0.359
H35 -6.984 0.304 -0.686
H36 0.251 0.309 -3.549
H37 0.789 0.909 -1.181
C30 -1.888 1.274 -2.073
O6 -1.442 2.392 -2.843
C31 -1.076 2.034 -4.107
C32 -2.067 2.195 -5.085
C33 -1.825 1.829 -6.406
C34 -0.589 1.299 -6.760
C35 0.412 1.159 -5.794
C36 0.195 1.561 -4.461
N6 1.288 1.366 -3.596
C37 1.623 1.958 -2.513
C38 1.090 3.152 -1.857
C39 0.958 4.357 -2.568
C40 0.503 5.488 -1.904
C41 0.203 5.404 -0.550
C42 0.363 4.191 0.138
C43 0.817 3.010 -0.476
O7 0.947 1.911 0.163
H38 -2.147 1.634 -1.073
H39 -1.107 0.513 -1.976
H40 -2.787 0.832 -2.518
H41 -3.038 2.599 -4.804
H42 -2.605 1.951 -7.155
H43 -0.402 1.005 -7.791
H44 1.371 0.759 -6.121
H45 1.912 0.614 -3.887
H46 2.480 1.490 -1.991
H47 1.211 4.424 -3.620
H48 0.386 6.430 -2.430
H49 -0.153 6.277 -0.010
H50 0.122 4.162 1.202
H51 -0.026 -1.199 1.113